Entry from the Open Molecules 2025 dataset: a molecular structure, C13H52MgN26O13 in a non-equilibrium geometry (ωB97M-V/def2-TZVPD).

CARTESIAN COORDINATES (ANGSTROEM)
Mg (-0.64, -0.29, 0.94)
C (4.58, -1.43, -1.52)
O (4.91, -2.38, -0.77)
N (5.14, -1.15, -2.67)
N (3.59, -0.60, -1.23)
H (5.97, -1.62, -2.99)
H (4.75, -0.38, -3.19)
H (3.12, -1.00, -0.44)
H (3.22, 0.03, -1.93)
C (-1.59, -3.07, 1.74)
O (-1.54, -1.96, 1.25)
N (-2.28, -3.43, 2.79)
N (-0.88, -4.09, 1.32)
H (-3.01, -2.78, 3.02)
H (-2.47, -4.40, 3.00)
H (-0.82, -4.89, 1.94)
H (-0.14, -3.91, 0.66)
C (-3.74, 4.86, 1.69)
O (-4.56, 5.43, 1.13)
N (-2.53, 5.26, 1.73)
N (-3.87, 3.72, 2.36)
H (-2.38, 6.11, 1.22)
H (-1.94, 4.89, 2.47)
H (-4.83, 3.40, 2.46)
H (-3.07, 3.39, 2.87)
C (2.13, -1.54, 1.49)
O (1.10, -1.09, 1.10)
N (2.63, -2.50, 0.87)
N (3.01, -1.07, 2.43)
H (3.62, -2.64, 1.03)
H (2.28, -2.92, 0.02)
H (3.86, -1.54, 2.72)
H (2.67, -0.36, 3.06)
C (-2.65, -3.39, -2.75)
O (-3.07, -3.23, -1.65)
N (-1.70, -4.23, -3.08)
N (-2.94, -2.71, -3.84)
H (-1.25, -4.28, -3.98)
H (-1.18, -4.68, -2.33)
H (-2.46, -2.96, -4.69)
H (-3.37, -1.80, -3.85)
C (0.62, 2.59, 0.73)
O (0.06, 1.51, 0.84)
N (0.41, 3.50, -0.18)
N (1.41, 2.95, 1.66)
H (-0.42, 3.27, -0.71)
H (1.12, 4.13, -0.52)
H (1.88, 3.83, 1.51)
H (1.64, 2.34, 2.44)
C (-2.64, 3.49, -2.31)
O (-1.86, 2.90, -1.69)
N (-3.52, 2.94, -2.98)
N (-2.83, 4.75, -2.28)
H (-3.98, 3.51, -3.68)
H (-3.63, 1.93, -3.00)
H (-2.28, 5.39, -1.71)
H (-3.60, 5.17, -2.78)
C (-0.85, -0.33, -2.30)
O (-0.88, -0.23, -1.08)
N (-1.37, 0.41, -3.23)
N (-0.21, -1.29, -2.91)
H (-1.10, 0.20, -4.18)
H (-1.78, 1.29, -2.94)
H (0.10, -2.09, -2.37)
H (-0.27, -1.24, -3.91)
C (1.34, -4.92, -0.85)
O (0.90, -3.82, -0.90)
N (1.36, -5.54, 0.31)
N (1.68, -5.62, -1.87)
H (1.75, -6.47, 0.24)
H (1.06, -5.08, 1.15)
H (2.02, -6.56, -1.69)
H (1.59, -5.20, -2.78)
C (3.77, 2.05, 4.24)
O (2.78, 1.53, 3.76)
N (3.99, 2.04, 5.52)
N (4.81, 2.57, 3.67)
H (4.72, 2.57, 5.97)
H (3.16, 1.76, 6.04)
H (4.93, 2.45, 2.68)
H (5.59, 3.05, 4.09)
C (-3.59, 0.33, 0.35)
O (-2.50, 0.49, 0.94)
N (-4.24, 1.30, -0.23)
N (-4.11, -0.83, 0.16)
H (-3.64, 2.11, -0.29)
H (-5.22, 1.13, -0.41)
H (-3.60, -1.69, 0.29)
H (-4.94, -0.80, -0.42)
C (-0.58, -0.38, 4.08)
O (-0.46, -0.19, 2.88)
N (-1.30, -1.26, 4.70)
N (0.25, 0.13, 4.85)
H (-1.58, -1.11, 5.66)
H (-1.57, -2.14, 4.27)
H (0.14, 0.22, 5.85)
H (1.02, 0.65, 4.46)
C (2.41, 1.75, -3.95)
O (3.11, 0.96, -3.49)
N (2.63, 2.28, -5.10)
N (1.40, 2.42, -3.39)
H (3.41, 2.11, -5.71)
H (1.80, 2.70, -5.50)
H (0.92, 3.12, -3.94)
H (1.06, 2.20, -2.46)

Values from the calculation:
orbital gap = 9.09 eV
HOMO level = -12.9 eV
total charge = +2
LUMO level = -0.1403 Eh

---

Entry from the Open Molecules 2025 dataset: 13 unconnected molecules or ions with the total composition C13H52N10O13 in a non-equilibrium geometry (ωB97M-V/def2-TZVPD).

CARTESIAN COORDINATES (ANGSTROEM)
C (1.40, -0.32, -3.88)
O (2.49, 0.22, -4.52)
N (0.19, -0.38, -4.39)
N (1.45, -1.01, -2.77)
H (-0.02, 0.05, -5.27)
H (-0.60, -0.55, -3.75)
H (2.39, -1.14, -2.36)
H (0.78, -0.75, -1.97)
C (-0.32, -2.72, 2.75)
O (-1.59, -2.67, 3.27)
N (0.62, -1.83, 3.10)
N (0.03, -3.43, 1.77)
H (1.13, -1.19, 2.40)
H (0.35, -1.27, 3.97)
H (-0.67, -4.10, 1.28)
H (1.09, -3.50, 1.56)
C (0.31, -0.36, 0.00)
O (0.89, 0.09, 1.21)
N (-0.05, 0.34, -1.02)
N (-0.08, -1.55, -0.14)
H (0.22, 1.30, -1.18)
H (-0.82, 0.10, -1.65)
H (-0.01, -2.14, 0.73)
H (-0.48, -2.05, -0.92)
C (0.51, 3.99, 2.38)
O (-0.24, 4.34, 1.33)
N (0.85, 2.69, 2.44)
N (0.55, 4.73, 3.50)
H (0.61, 2.00, 1.66)
H (1.57, 2.38, 3.05)
H (0.36, 5.71, 3.22)
H (1.18, 4.57, 4.29)
C (3.07, -2.66, 0.43)
O (3.41, -2.62, -0.90)
N (2.70, -3.69, 1.08)
N (3.12, -1.67, 1.26)
H (2.65, -4.56, 0.52)
H (2.87, -3.86, 2.14)
H (3.59, -0.82, 0.84)
H (2.93, -1.63, 2.28)
C (-1.55, 2.39, -3.12)
O (-2.13, 2.64, -1.88)
H (-2.30, 2.18, -3.84)
H (-0.80, 1.63, -3.10)
H (-1.03, 3.24, -3.45)
H (-1.60, 3.23, -1.39)
C (-0.99, 0.61, 3.78)
O (-1.14, -0.21, 4.93)
H (0.03, 0.71, 3.42)
H (-1.43, 1.57, 3.89)
H (-1.31, 0.04, 2.96)
H (-2.06, -0.13, 5.23)
C (-2.91, 2.18, 1.28)
O (-2.52, 1.02, 0.56)
H (-2.55, 3.12, 0.83)
H (-2.29, 2.38, 2.16)
H (-3.97, 2.13, 1.53)
H (-2.15, 1.28, -0.30)
C (1.84, 2.97, -1.80)
O (0.86, 2.84, -0.89)
H (2.78, 3.25, -1.26)
H (1.71, 3.82, -2.47)
H (1.92, 2.22, -2.53)
H (0.63, 3.64, -0.46)
C (-3.15, -0.78, -3.12)
O (-1.79, -1.07, -2.61)
H (-3.81, -1.30, -2.46)
H (-3.27, -1.02, -4.18)
H (-3.43, 0.26, -2.99)
H (-1.80, -2.02, -2.61)
C (3.73, 2.35, 1.00)
O (3.62, 1.12, 0.41)
H (2.79, 2.93, 0.99)
H (4.46, 3.07, 0.57)
H (4.12, 2.31, 2.07)
H (2.87, 0.77, 0.78)
C (-3.47, -2.24, 0.81)
O (-4.45, -2.22, -0.14)
H (-3.92, -1.62, 1.63)
H (-2.58, -1.74, 0.35)
H (-3.24, -3.22, 1.33)
H (-4.49, -1.33, -0.47)
C (0.38, -4.12, -2.00)
O (-0.12, -3.13, -2.90)
H (1.35, -3.86, -1.54)
H (0.54, -5.11, -2.48)
H (-0.32, -4.36, -1.23)
H (0.52, -2.44, -3.06)

Values from the calculation:
orbital gap = 9.15 eV
HOMO level = -9.0 eV
total charge = 0
ΔE to the lowest compared entry with this formula, charge and spin = 182.2 kcal per mole
LUMO level = 0.0058 Eh

---

Entry from the Open Molecules 2025 dataset: 13 unconnected molecules or ions with the total composition C13H52N26O13 in a non-equilibrium geometry (ωB97M-V/def2-TZVPD).

CARTESIAN COORDINATES (ANGSTROEM)
C (-4.47, 2.09, 4.65)
O (-3.75, 1.43, 3.91)
N (-5.52, 1.68, 5.33)
N (-4.23, 3.31, 4.95)
H (-6.10, 2.39, 5.76)
H (-5.92, 0.76, 5.29)
H (-4.86, 3.63, 5.68)
H (-3.90, 3.95, 4.24)
C (4.47, 0.48, -5.80)
O (3.84, 1.41, -6.23)
N (5.43, -0.17, -6.40)
N (4.10, -0.15, -4.71)
H (5.64, 0.21, -7.31)
H (5.95, -0.91, -5.94)
H (3.42, 0.18, -4.05)
H (4.75, -0.87, -4.41)
C (-4.28, 1.30, -3.62)
O (-4.09, 1.96, -2.65)
N (-5.25, 0.50, -3.91)
N (-3.48, 1.18, -4.57)
H (-5.85, 0.29, -3.12)
H (-5.25, -0.24, -4.60)
H (-2.53, 1.47, -4.42)
H (-3.66, 0.69, -5.44)
C (-6.05, -3.84, 4.12)
O (-6.95, -2.97, 4.13)
N (-6.29, -5.12, 4.22)
N (-4.77, -3.64, 4.02)
H (-7.17, -5.57, 4.40)
H (-5.41, -5.60, 4.35)
H (-4.58, -2.66, 4.13)
H (-4.08, -4.32, 4.29)
C (-0.36, 4.72, -6.29)
O (-0.69, 5.77, -5.85)
N (-0.59, 4.33, -7.51)
N (0.10, 3.76, -5.59)
H (-0.11, 3.50, -7.81)
H (-0.82, 5.14, -8.08)
H (0.31, 4.00, -4.63)
H (0.91, 3.34, -6.01)
C (5.12, 3.34, 0.79)
O (6.25, 3.63, 1.17)
N (4.48, 3.86, -0.19)
N (4.61, 2.29, 1.23)
H (5.01, 4.43, -0.83)
H (3.50, 3.72, -0.39)
H (3.68, 2.08, 0.89)
H (5.17, 1.82, 1.93)
C (0.04, -3.44, -6.06)
O (-0.73, -4.20, -6.62)
N (-0.33, -2.98, -4.87)
N (1.10, -2.93, -6.48)
H (0.01, -2.30, -4.21)
H (-1.25, -3.38, -4.71)
H (1.70, -2.41, -5.86)
H (1.36, -3.42, -7.32)
C (-0.87, -6.97, 2.86)
O (-2.01, -6.86, 3.41)
N (0.05, -6.06, 2.93)
N (-0.54, -8.02, 2.26)
H (-0.02, -5.41, 3.69)
H (0.96, -6.28, 2.54)
H (-1.14, -8.80, 2.03)
H (0.34, -7.96, 1.75)
C (5.26, -4.79, -3.51)
O (5.94, -3.80, -3.67)
N (4.29, -4.86, -2.70)
N (5.51, -5.88, -4.18)
H (4.10, -5.73, -2.23)
H (4.06, -3.97, -2.29)
H (4.73, -6.53, -4.18)
H (6.26, -5.91, -4.85)
C (0.75, 4.45, 4.76)
O (1.32, 5.15, 3.94)
N (0.64, 3.11, 4.76)
N (0.18, 4.98, 5.79)
H (0.05, 2.74, 5.49)
H (0.80, 2.69, 3.86)
H (-0.56, 4.50, 6.29)
H (0.28, 5.98, 5.77)
C (-0.74, 6.80, -0.76)
O (0.05, 6.06, -1.30)
N (-0.78, 7.16, 0.48)
N (-1.65, 7.41, -1.41)
H (-1.33, 7.95, 0.77)
H (-0.12, 6.63, 1.02)
H (-1.67, 7.30, -2.41)
H (-2.33, 7.99, -0.94)
C (0.39, 0.41, 0.13)
O (1.10, 0.02, -0.81)
N (-0.01, 1.63, 0.11)
N (0.07, -0.17, 1.22)
H (0.00, 2.21, -0.72)
H (-0.40, 2.00, 0.97)
H (-0.61, 0.25, 1.83)
H (0.43, -1.10, 1.37)
C (0.96, -3.19, 7.37)
O (0.47, -2.96, 6.27)
N (0.32, -3.17, 8.52)
N (2.23, -3.32, 7.60)
H (0.80, -2.90, 9.37)
H (-0.67, -3.12, 8.34)
H (2.59, -3.54, 8.52)
H (2.90, -3.63, 6.91)

Values from the calculation:
orbital gap = 8.79 eV
HOMO level = -8.9 eV
total charge = 0
ΔE to the lowest compared entry with this formula, charge and spin = 298.5 kcal per mole
LUMO level = -0.0030 Eh

---

Entry from the Open Molecules 2025 dataset: 17 unconnected molecules or ions with the total composition C13H57N2O17 in a non-equilibrium geometry (ωB97M-V/def2-TZVPD).

CARTESIAN COORDINATES (ANGSTROEM)
C (3.96, 0.43, 1.18)
C (2.98, 1.54, 0.47)
N (2.41, 2.50, 1.30)
C (2.58, 1.57, -1.13)
C (0.95, 1.37, -1.41)
C (0.66, 0.37, -2.72)
N (0.97, -1.03, -2.21)
C (0.70, -1.02, -0.86)
C (0.84, -2.16, 0.31)
C (1.40, -3.59, -0.26)
O (2.79, -3.77, 0.23)
C (0.13, 0.44, -0.33)
C (-1.51, 0.61, -0.38)
C (-2.28, -0.07, 0.91)
C (-1.87, 0.67, 2.36)
C (-3.93, 0.07, 0.82)
H (3.38, -0.17, 2.03)
H (4.88, 0.94, 1.73)
H (4.33, -0.32, 0.37)
H (1.78, 3.13, 0.75)
H (3.22, 0.74, -1.70)
H (2.92, 2.60, -1.59)
H (0.42, 2.41, -1.44)
H (-0.32, 0.56, -3.34)
H (1.54, 0.65, -3.49)
H (1.32, -1.87, -2.74)
H (-0.14, -2.28, 0.97)
H (1.66, -1.75, 1.08)
H (1.47, -3.61, -1.44)
H (0.74, -4.47, 0.18)
H (2.83, -3.63, 1.23)
H (0.43, 0.44, 0.80)
H (-1.85, 1.75, -0.42)
H (-1.91, 0.13, -1.37)
H (-2.05, -1.23, 0.99)
H (-2.81, 0.76, 3.06)
H (-1.40, 1.71, 2.05)
H (-1.00, 0.02, 2.80)
H (-4.24, 1.12, 1.28)
H (-4.35, -0.10, -0.26)
H (-4.42, -0.74, 1.55)
O (-6.94, -0.48, 1.53)
H (-7.40, 0.30, 1.19)
H (-7.62, -0.93, 2.06)
O (-2.87, 0.54, -3.30)
H (-2.62, 1.31, -3.84)
H (-2.67, -0.22, -3.88)
O (-2.26, 2.27, -5.78)
H (-2.75, 2.10, -6.60)
H (-1.35, 2.39, -6.08)
O (-4.61, 2.90, -0.71)
H (-4.13, 2.32, -1.32)
H (-3.93, 3.19, -0.08)
O (4.47, 0.85, -3.96)
H (5.19, 0.41, -4.43)
H (3.78, 0.17, -3.90)
O (-8.86, -2.47, 0.91)
H (-9.35, -2.63, 0.09)
H (-7.95, -2.34, 0.61)
O (1.12, 4.82, -1.04)
H (0.59, 5.40, -1.60)
H (2.03, 5.02, -1.28)
O (-0.34, -6.72, -0.57)
H (0.35, -6.51, -1.22)
H (0.14, -7.10, 0.17)
O (1.16, -7.94, 2.13)
H (1.64, -8.52, 1.52)
H (1.84, -7.65, 2.75)
O (1.00, -6.27, 4.57)
H (0.66, -5.61, 5.19)
H (0.28, -6.38, 3.92)
O (3.86, 5.42, -2.18)
H (4.34, 4.84, -2.79)
H (4.54, 5.71, -1.55)
O (1.61, 5.84, -4.31)
H (0.81, 6.24, -3.96)
H (2.22, 5.83, -3.56)
O (-1.02, -5.78, 7.27)
H (-0.56, -6.59, 7.53)
H (-1.88, -6.09, 6.94)
O (6.73, 1.05, 3.91)
H (6.27, 1.83, 3.57)
H (6.05, 0.59, 4.44)
O (5.42, 7.96, -2.52)
H (4.49, 8.09, -2.28)
H (5.53, 8.47, -3.34)
O (-4.40, -0.30, 4.82)
H (-4.74, 0.36, 5.44)
H (-5.12, -0.41, 4.18)

Values from the calculation:
orbital gap = 8.56 eV
HOMO level = -12.4 eV
total charge = +1
LUMO level = -0.1399 Eh